Molecular formula: CH5O4P2
Method: DFT, ωB97M-V with the def2-TZVPD basis set

Geometry as XYZ:
```
12
Properties=species:S:1:pos:R:3:nbo_charge:R:1
C -1.9908 0.3562 -0.3380 -0.9987
P -0.0535 0.2829 -0.3042 1.7804
O 0.3674 -0.2986 -1.6643 -1.1909
O 0.3895 1.6874 -0.0737 -1.1717
P 1.0352 -0.9899 1.2895 0.9698
O 1.9903 -1.8413 0.1320 -1.0386
O 1.9908 0.1896 1.6518 -1.0658
H -2.3852 0.1615 0.7518 0.2070
H -2.2228 1.4358 -0.7015 0.2323
H -2.4775 -0.3727 -1.0480 0.2216
H 1.6877 -1.7029 -0.7900 0.5176
H 1.6690 1.0922 1.0946 0.5369
```

Calculated values
energy = -27889.789 eV
SMILES = C[P@@](=O)([O-])P(O)O
HOMO level = -0.1596 hartree
net charge = -1
maximum force = 4.6 eV/A
frontier orbital gap = 8.519 eV

Molecular formula: CH5OS
Method: DFT, ωB97M-V with the def2-TZVPD basis set

Geometry as XYZ:
```
8
Properties=species:S:1:pos:R:3:nbo_charge:R:1
C -0.5534 0.4670 0.1155 -0.2691
O -1.6321 1.3081 -0.3452 -0.7529
H 0.2561 0.3623 -0.6084 0.2066
H -0.1229 0.9163 1.0101 0.1808
H -0.9140 -0.5271 0.3779 0.1730
H -1.8619 0.9778 -1.2189 0.4502
S 1.8470 -1.3919 0.3584 -1.0767
H 2.9812 -2.1125 0.3105 0.0881
```

Calculated values
energy = -14001.224 eV
HOMO level = -0.0935 hartree
net charge = -1
maximum force = 0.4 eV/A
frontier orbital gap = 6.322 eV

Molecular formula: CH5OS
Method: DFT, ωB97M-V with the def2-TZVPD basis set

Geometry as XYZ:
```
8
Properties=species:S:1:pos:R:3:nbo_charge:R:1
S 0.3477 -1.7903 -0.5000 -1.0441
H 0.9054 -1.9811 0.7211 0.0894
C 0.0511 2.2097 0.3419 -0.2510
O -0.9302 1.2075 0.5255 -0.7723
H -0.0297 2.7110 -0.6297 0.1464
H 1.0573 1.7516 0.3846 0.1696
H 0.0506 2.8927 1.2014 0.1489
H -0.4892 0.3991 0.2077 0.5130
```

Calculated values
energy = -14001.592 eV
HOMO level = -0.1024 hartree
net charge = -1
maximum force = 1.1 eV/A
frontier orbital gap = 6.912 eV

Molecular formula: CH5PS
Method: DFT, ωB97M-V with the def2-TZVPD basis set

Geometry as XYZ:
```
8
Properties=species:S:1:pos:R:3:nbo_charge:R:1
C -0.5149 0.5026 -0.9179 -0.5129
P 2.2757 -0.6560 1.1738 0.1962
S 2.6906 0.2857 -0.6821 -0.2528
H -0.0509 1.3057 -0.3788 0.1852
H -1.3064 -0.1574 -0.7600 0.1712
H 0.1683 -0.0166 -1.6726 0.1577
H 1.1519 -1.1785 0.5143 -0.0524
H 3.9190 0.4276 -0.5732 0.1077
```

Calculated values
energy = -21238.423 eV
HOMO level (spin up / spin down) = -0.3277 / -0.2975 hartree
maximum force = 3.8 eV/A
frontier orbital gap (spin up / spin down) = 7.817 / 8.052 eV

Molecular formula: CH5PS
Method: DFT, ωB97M-V with the def2-TZVPD basis set

Geometry as XYZ:
```
8
Properties=species:S:1:pos:R:3:mulliken_spin:R:1
C -0.7322 -0.3313 -0.2417 0.0113
P 0.3224 0.5473 0.9998 0.9850
S 2.2861 0.1617 -0.2816 0.9728
H -0.5984 0.0107 -1.2306 0.0116
H -1.8526 -0.0203 0.1063 -0.0031
H -0.5903 -1.4246 -0.0220 0.0013
H -0.1838 1.6548 0.4602 0.0545
H 3.2517 0.6339 0.7285 -0.0335
```

Calculated values
spin multiplicity = 3
energy = -21237.439 eV
HOMO level (spin up / spin down) = -0.2063 / -0.3472 hartree
maximum force = 4.3 eV/A
⟨S²⟩ = 2.01
frontier orbital gap (spin up / spin down) = 6.356 / 6.408 eV

Molecular formula: CH5PS
Method: DFT, ωB97M-V with the def2-TZVPD basis set

Geometry as XYZ:
```
8
Properties=species:S:1:pos:R:3:mulliken_spin:R:1
C -0.5793 -0.2318 -0.3039 0.7753
P 0.7765 0.7366 -0.9764 0.0267
S -0.9119 0.5643 1.9405 1.2131
H -0.4063 -1.2229 -0.0982 -0.0092
H -1.7238 -0.0347 -0.5377 -0.0104
H 0.6342 -0.2172 -1.9786 0.0320
H 1.7528 -0.0577 -0.2836 0.0056
H 0.4579 0.4634 2.2380 -0.0331
```

Calculated values
spin multiplicity = 3
energy = -21236.821 eV
HOMO level (spin up / spin down) = -0.2333 / -0.3559 hartree
maximum force = 4.2 eV/A
⟨S²⟩ = 2.01
frontier orbital gap (spin up / spin down) = 7.087 / 6.963 eV

The records above yield ΔE to the lowest compared entry with this formula, charge and spin values of 0.8, 13.4, 4.9, 78.3, 17.4, 31.7 kcal/mol, respectively.